Density functional theory data (wB97M-V/def2-TZVPD) for a molecular structure, C21H19F2N3OPt.

```
47
Properties=species:S:1:pos:R:3
Pt -0.2037 0.1624 0.3923
F -2.2291 -4.6170 -0.4942
C -2.2509 -3.3257 -0.8097
C -1.4524 -2.4627 -0.0685
C -1.4638 -1.1276 -0.4270
C -2.2484 -0.6328 -1.4709
C -3.0229 -1.5573 -2.1683
F -3.7685 -1.1387 -3.1850
C -3.0330 -2.9057 -1.8662
C -2.1262 0.7950 -1.7371
C -2.8724 1.5645 -2.6123
C -2.6126 2.9235 -2.7030
C -1.6400 3.4956 -1.8992
C -0.9395 2.6838 -1.0340
N -1.1646 1.3646 -0.9657
H -0.9316 -2.8356 0.8024
H -3.6428 -3.5964 -2.4323
H -3.6514 1.1114 -3.2038
H -3.1812 3.5345 -3.3911
H -1.4271 4.5540 -1.9317
H -0.2039 3.0920 -0.3553
O 0.8924 -1.0243 4.3565
C 0.6119 -0.7102 3.2780
N 0.2881 -0.3739 2.1657
C 1.5525 -4.7560 -1.1503
N 1.9239 -3.3518 -1.5124
C 1.0456 -2.8189 -2.5976
C 1.9477 -2.4718 -0.2808
C 2.3951 -1.0768 -0.5989
C 3.7098 -0.9046 -1.0373
C 4.2233 0.3367 -1.3650
C 3.4191 1.4553 -1.2381
C 2.1102 1.3232 -0.7904
C 1.6088 0.0666 -0.4782
H 1.5710 -5.3663 -2.0490
H 0.5502 -4.7447 -0.7274
H 2.2664 -5.1354 -0.4239
H 2.8765 -3.3670 -1.8816
H 0.0278 -2.7741 -2.2172
H 1.1043 -3.4928 -3.4480
H 1.3915 -1.8281 -2.8783
H 2.6336 -2.9527 0.4165
H 0.9491 -2.4995 0.1393
H 4.3621 -1.7714 -1.0966
H 5.2479 0.4314 -1.6964
H 3.8013 2.4389 -1.4752
H 1.5171 2.2148 -0.6798
```

Summary:
spin multiplicity	1
charge	+2
M	562.5	g/mol
Kohn-Sham gap	0.265	Eh



Density functional theory data (wB97M-V/def2-TZVPD) for a single C21H19FN2O6S2 molecule.

```
51
Properties=species:S:1:pos:R:3
C 3.5033 -0.2874 -2.0574
N 2.3525 -0.1072 -1.2010
C 1.1637 0.4237 -1.7722
C 0.3630 -0.3559 -2.5920
C -0.8604 0.1152 -3.0319
C -1.2956 1.3771 -2.6395
O -2.5152 1.9113 -2.9466
C -3.4567 1.0989 -3.5924
C -3.8157 -0.1859 -2.8476
O -4.3491 -1.1228 -3.3759
O -3.4790 -0.1322 -1.5583
C -3.7476 -1.2989 -0.7876
C -2.9284 -1.3755 0.5041
O -3.0616 -2.3319 1.2312
N -2.1461 -0.2989 0.7340
C -1.2744 -0.1010 1.8029
C -0.9502 -1.0807 2.7362
C -0.0789 -0.7971 3.7720
C 0.4814 0.4612 3.9092
C 0.1715 1.4512 2.9921
C -0.6955 1.1575 1.9619
F -1.0109 2.1374 1.0751
C -0.4654 2.1785 -1.8567
C 0.7524 1.7017 -1.4198
S 2.0522 -1.3006 -0.0674
O 2.7533 -2.5116 -0.3761
O 0.6410 -1.3552 0.1709
C 2.8251 -0.5816 1.3581
C 3.2394 -1.1933 2.4990
C 3.7917 -0.2810 3.4252
C 3.7783 0.9969 2.9634
S 3.0886 1.1117 1.3915
H 3.9742 0.6805 -2.2371
H 4.1977 -0.9455 -1.5402
H 3.2364 -0.7421 -3.0154
H 0.6848 -1.3521 -2.8564
H -1.4710 -0.5215 -3.6538
H -4.3643 1.7073 -3.6671
H -3.1442 0.8264 -4.6098
H -3.5408 -2.1943 -1.3848
H -4.8107 -1.3241 -0.5193
H -2.1438 0.4313 0.0316
H -1.3843 -2.0599 2.6337
H 0.1622 -1.5714 4.4839
H 1.1551 0.6767 4.7240
H 0.5851 2.4446 3.0678
H -0.8152 3.1564 -1.5697
H 1.3793 2.3053 -0.7824
H 3.1555 -2.2527 2.6529
H 4.1815 -0.5691 4.3845
H 4.1358 1.8807 3.4531
```

Summary:
SMILES	CN(c1ccc(OCC(=O)OCC(=O)Nc2ccccc2F)cc1)S(=O)(=O)c1cccs1
spin multiplicity	1
energy above the lowest of the compared OMol25 structures with the same formula, charge and spin	0.0000	eV
M	478.5	g/mol
Kohn-Sham gap	0.327	Eh



Density functional theory data (wB97M-V/def2-TZVPD) for a single C21H19N3O3S2 molecule.

```
48
Properties=species:S:1:pos:R:3
C -3.8762 -1.2606 1.1467
S -4.5712 -0.3367 -0.2378
O -5.9922 -0.5067 -0.2365
O -3.8372 -0.6291 -1.4279
N -4.3354 1.2545 0.2421
C -3.1975 2.0062 -0.0188
C -3.2567 3.4012 -0.0121
C -2.1120 4.1453 -0.2297
C -0.8965 3.5255 -0.4543
C -0.8259 2.1323 -0.4621
C 0.4214 1.4327 -0.6784
N 0.5185 0.1631 -0.5284
N 1.7682 -0.2496 -0.7812
C 2.1756 -1.5518 -0.7988
O 3.3049 -1.8363 -1.1508
C 1.1647 -2.5626 -0.3922
C 0.2880 -2.3657 0.6694
C -0.6067 -3.3614 1.0174
C -0.6380 -4.5525 0.3110
C 0.2434 -4.7579 -0.7375
C 1.1484 -3.7716 -1.0813
C 2.6756 0.8623 -1.1401
C 3.7999 0.9290 -0.1629
C 3.7173 0.9285 1.1970
C 4.9814 0.9951 1.8217
C 6.0002 1.0475 0.9269
S 5.4406 1.0065 -0.6957
C 1.7308 2.0768 -1.0852
C -1.9821 1.3804 -0.2462
H -3.9361 -2.3120 0.8954
H -2.8464 -0.9614 1.2845
H -4.4757 -1.0384 2.0187
H -5.2009 1.7643 0.3163
H -4.2022 3.8941 0.1607
H -2.1717 5.2234 -0.2265
H -0.0114 4.1193 -0.6199
H 0.3155 -1.4438 1.2289
H -1.2793 -3.2118 1.8501
H -1.3428 -5.3243 0.5840
H 0.2282 -5.6895 -1.2832
H 1.8512 -3.9201 -1.8872
H 3.0749 0.6797 -2.1428
H 2.7867 0.8764 1.7355
H 5.1205 1.0024 2.8879
H 7.0530 1.1051 1.1191
H 1.6376 2.5778 -2.0488
H 2.0606 2.8056 -0.3427
H -1.9131 0.3087 -0.3042
```

Summary:
SMILES	CS(=O)(=O)Nc1cccc(C2=NN(C(=O)c3ccccc3)[C@H](c3cccs3)C2)c1
spin multiplicity	1
energy above the lowest of the compared OMol25 structures with the same formula, charge and spin	1.6988	eV
M	425.5	g/mol
Kohn-Sham gap	0.313	Eh



Density functional theory data (wB97M-V/def2-TZVPD) for a molecular structure, C21H19N3O4.

```
47
Properties=species:S:1:pos:R:3
C -3.5598 -0.2858 -4.6402
H -4.0497 0.2044 -5.6150
O -4.0103 0.6820 -3.7663
C -3.4567 0.5468 -2.3699
C -2.6406 -0.3726 -1.8317
C -2.1224 -0.6361 -0.5604
C -2.4073 0.3055 0.3986
C -3.0993 1.5853 -0.2106
C -3.6161 1.5682 -1.4595
H -4.3851 2.3593 -1.7642
H -3.2567 2.1911 0.3675
C -1.4988 0.5464 1.4504
N -1.6783 1.7617 2.3187
O -0.7746 1.4142 3.1668
C 0.0773 0.4001 3.0758
C -0.8281 -0.6947 2.1934
H -0.3354 -1.1110 1.5269
H -1.4931 -1.3340 2.7247
H 0.1412 -0.0944 3.9123
C 1.3920 0.5682 2.4825
N 1.5505 0.5850 1.0855
N 0.8283 1.1005 0.2775
C 0.9301 0.7486 -1.0446
C 1.7438 -0.4722 -0.9460
C 2.2762 -0.3148 0.1955
C 2.9193 -1.4575 0.8824
C 4.1199 -1.6602 0.4835
C 5.1081 -2.7012 0.6682
C 4.6980 -3.5434 2.0282
C 3.4000 -3.2493 2.5745
C 2.6715 -2.2374 1.9488
H 1.7219 -2.0039 2.5446
H 3.1667 -3.8167 3.3621
H 5.3479 -4.1266 2.4512
H 6.0074 -2.8528 0.4213
H 4.5095 -1.2286 -0.7233
H 2.1050 -0.7099 -1.8427
C 0.0435 1.2076 -2.0524
O 0.1752 0.9762 -3.2174
O -0.4460 2.3673 -1.7611
H -0.6286 2.6074 -0.7208
H 1.5675 1.4779 2.7549
H 2.2542 0.0782 3.0456
H -1.5169 -1.4309 -0.2326
H -2.2387 -1.3733 -2.6344
H -2.5342 -0.1142 -4.7327
H -3.9412 -1.2319 -4.4007
```

Summary:
spin multiplicity	1
energy above the lowest of the compared OMol25 structures with the same formula, charge and spin	21.2243	eV
M	377.4	g/mol
Kohn-Sham gap	0.260	Eh



Density functional theory data (wB97M-V/def2-TZVPD) for a molecular structure, C21H19N3O6SV.

```
51
Properties=species:S:1:pos:R:3
V 0.4574 0.2034 -0.2494
N 3.7935 -0.5904 0.0775
C 4.6754 0.5033 -0.2669
C 4.0659 1.4108 -1.3406
C 2.8576 2.1801 -0.8492
O 2.8911 3.4008 -0.7289
O 1.8454 1.4376 -0.5792
H 3.9936 -1.0394 0.9555
H 3.6423 -1.2739 -0.6489
H 5.6722 0.1980 -0.6164
H 4.8314 1.0942 0.6400
H 3.7554 0.7973 -2.1921
H 4.8125 2.1316 -1.6745
C -1.9399 6.1874 2.4371
C -1.9614 4.9780 1.5394
C -0.7788 4.4370 1.0513
C -0.7778 3.2751 0.2958
C -1.9803 2.6479 0.0061
C -3.1761 3.1825 0.4672
C -3.1597 4.3465 1.2263
S -1.9818 1.0378 -0.7659
O -0.9552 1.0517 -1.8265
O -3.3442 0.8251 -1.1718
N -1.3830 0.0305 0.2727
C -1.6416 -0.0025 1.7122
C -0.2986 -0.0137 2.4749
O -0.3425 -0.0048 3.6980
O 0.7611 -0.0235 1.7348
H -1.0288 6.7691 2.2942
H -1.9762 5.8846 3.4863
H -2.7973 6.8366 2.2513
H 0.1674 4.9222 1.2623
H 0.1663 2.8934 -0.0800
H -4.1014 2.6779 0.2218
H -4.0945 4.7642 1.5873
H -2.1912 -0.9003 1.9894
H -2.2194 0.8591 2.0541
N -1.4677 -9.3225 -2.1726
C -1.1758 -8.2160 -1.9690
C -0.8229 -6.8677 -1.7215
C -0.1847 -6.4790 -0.5045
C 0.1745 -5.1834 -0.2739
C -0.0733 -4.1424 -1.2358
C -0.7197 -4.5492 -2.4533
C -1.0760 -5.8456 -2.6838
C 0.2773 -2.8186 -0.9955
C 0.6403 -1.6395 -0.8289
H 0.0120 -7.2376 0.2449
H 0.6525 -4.9097 0.6587
H -0.9308 -3.7898 -3.1962
H -1.5644 -6.1139 -3.6137
```

Summary:
spin multiplicity	4
expectation value of S²	3.8170
charge	-2
M	492.4	g/mol
Kohn-Sham gap (alpha / beta)	0.131 / 0.237	Eh



Density functional theory data (wB97M-V/def2-TZVPD) for a molecular structure, C21H20AsCl3IN2O6Ti.

```
55
Properties=species:S:1:pos:R:3
Ti -0.5427 -0.3895 -0.3947
N -2.2160 -3.8269 1.1785
C -1.9309 -4.2552 -0.1914
C -1.3792 -3.1223 -1.0793
O -0.8776 -3.2416 -2.1966
O -1.4827 -1.9657 -0.4293
H -2.0957 -4.6476 1.7226
H -1.6707 -3.0605 1.6163
H -2.8531 -4.6685 -0.6827
H -1.1813 -5.1234 -0.1859
Cl -0.9805 6.7917 1.5546
C -0.6139 5.1326 1.4137
C 0.5322 4.5034 1.9658
C 0.9749 3.2545 1.4579
Cl 2.6031 2.7680 1.7323
C 0.1678 2.4697 0.5120
O 0.5887 1.3135 0.0372
C -1.1266 2.9687 0.3577
C -2.0710 2.0883 -0.0879
O -2.0627 0.8004 -0.0878
C -1.4220 4.3702 0.5996
H 1.0495 5.0313 2.7504
H -3.1074 2.5359 -0.2237
H -2.2487 4.8801 0.0600
Cl 3.0029 -0.9504 5.4404
C 2.5107 -0.9364 3.7284
C 3.3810 -1.3888 2.7243
C 3.0509 -1.3943 1.3565
I 4.6222 -1.6783 0.0730
C 1.7078 -1.0463 1.0433
O 1.1522 -1.2576 -0.1007
C 0.8352 -0.6272 2.0746
N -0.5184 -0.6226 1.7526
C -1.3983 -0.1786 2.6343
C -1.0292 0.1528 3.9059
C 0.3294 0.1589 4.2734
C 1.3032 -0.3712 3.3687
H 4.3495 -1.7244 3.0398
H -2.3851 -0.1544 2.2850
H -1.7111 0.7134 4.5397
H 0.5415 0.5003 5.2811
C 1.6888 -1.1631 -3.6156
As 0.0224 -0.2603 -3.7568
C -1.1695 -1.2709 -4.8567
C 0.5932 1.4983 -4.5371
O -0.5978 0.0785 -2.2197
H 2.4538 -0.5391 -4.1232
H 1.5639 -2.1283 -4.0910
H 1.8826 -1.3096 -2.5362
H -0.9193 -2.3607 -4.8648
H -1.1723 -0.8163 -5.8796
H -2.0839 -1.0677 -4.3291
H 1.3869 1.9609 -3.9542
H -0.3493 2.1166 -4.4230
H 0.9025 1.4596 -5.6326
```

Summary:
spin multiplicity	3
energy above the lowest of the compared OMol25 structures with the same formula, charge and spin	1.9675	eV
expectation value of S²	2.0541
charge	-1
M	752.5	g/mol
Kohn-Sham gap (alpha / beta)	0.151 / 0.239	Eh